C28H39O5ReSi as an isolated structure, computed with the ωB97M-V functional and the def2-TZVPD basis.

Summary:
Gap between HOMO and LUMO (alpha / beta)   0.0866 / 0.1870 Eh
Relative energy (zero: lowest compared OMol25 entry of this formula, charge and spin)   0.000 eV
HOMO (alpha / beta)   -0.188 / -2.932 eV
Spin multiplicity   4
⟨S²⟩   3.78
Total charge   -1

Positions of all 74 atoms, in Å:
C  -0.13538  -0.13679  -4.82254
C  -0.73797  -1.22168  -3.91195
C  -0.35614  1.25449  -4.11576
C  -1.51350  1.06829  -3.14318
H  -0.60778  1.97108  -4.89669
H  0.57016  1.56695  -3.58386
C  -1.34210  -0.43076  -2.75629
H  0.07833  -1.86492  -3.54726
H  -1.52262  -1.82795  -4.39228
C  -0.26481  -0.26822  -1.71897
H  -2.25990  -0.86199  -2.34601
H  -2.49230  1.29840  -3.58603
C  -1.32934  1.82563  -1.79627
C  1.34112  -0.27340  -5.11924
C  -0.66284  -0.17414  -6.25445
O  -1.12517  0.81488  -6.79438
O  2.11774  -0.97607  -4.49233
O  1.66439  0.41454  -6.22795
O  -0.57365  -1.33521  -6.93966
C  0.01420  -2.59726  -6.50135
H  -0.31602  -2.91624  -5.50274
H  1.11195  -2.55669  -6.54439
H  -0.35336  -3.30297  -7.25147
C  3.03906  0.30128  -6.59223
H  3.69590  0.64169  -5.78586
H  3.15129  0.92460  -7.47254
H  3.28181  -0.73604  -6.83626
O  -0.65039  0.90500  -0.97997
H  0.73605  -0.08205  -2.16676
H  -0.19346  -1.14807  -1.07449
C  -2.68719  2.13365  -1.16251
C  -0.47880  3.11185  -1.83825
H  -0.43777  3.54553  -2.84908
H  0.53112  2.96145  -1.42260
H  -0.99699  3.84869  -1.21835
H  -2.52754  2.50198  -0.13766
H  -3.32666  1.24214  -1.13758
H  -3.23563  2.91657  -1.71234
Re  0.58324  -0.61001  2.31069
C  -1.72513  -0.98829  3.01311
C  -2.14476  -0.67884  1.67316
C  -1.54519  -1.62102  0.79065
H  -2.88369  0.06279  1.35878
C  -0.68487  -2.49498  1.55716
C  -0.88902  -2.15677  2.97326
H  -0.64592  -2.79400  3.82622
H  -2.06894  -0.49283  3.92159
H  -1.85748  -1.77555  -0.24013
H  -0.14686  -3.35828  1.18009
C  1.68365  1.27486  2.07753
C  2.19017  0.42461  3.19821
C  2.65200  -0.84815  2.45762
H  2.97212  0.81402  3.85168
C  2.30675  -0.73428  1.09592
C  1.70144  0.56062  0.87019
H  1.48573  1.00107  -0.10674
H  1.37954  2.30837  2.22688
H  3.29281  -1.60646  2.92506
H  2.47683  -1.46147  0.29915
C  1.48247  -0.76161  7.62001
Si  -0.00135  0.19594  6.98618
C  -1.60056  -0.70833  7.29517
C  -0.05889  1.95644  7.63017
C  0.42253  0.36860  5.18744
C  1.04539  0.17057  4.10916
H  1.52921  -0.80477  8.71233
H  2.40561  -0.29146  7.25470
H  1.48143  -1.78858  7.23216
H  -1.78366  -0.81369  8.37198
H  -2.46534  -0.18348  6.87149
H  -1.59980  -1.71815  6.86857
H  0.80941  2.50761  7.24092
H  -0.95826  2.47330  7.26548
H  -0.04650  2.03403  8.72569

Cartesian forces (eV/Å) of the 3 atoms listed first:
0.32 0.36 -0.58
-0.35 0.20 0.15
0.13 -0.08 -0.78



C28H40Br39F5NO7PS as an isolated structure, computed with the ωB97M-V functional and the def2-TZVPD basis.

Summary:
Gap between HOMO and LUMO   0.3308 Eh
Relative energy (zero: lowest compared OMol25 entry of this formula, charge and spin)   0.000 eV
HOMO   -9.384 eV

Positions of all 122 atoms, in Å:
C  -0.14299  1.26559  -4.68198
C  -1.50719  1.52381  -4.08149
O  -1.71760  0.85954  -2.81213
P  -1.94077  -0.70147  -2.81728
O  -2.08731  -1.26139  -4.17065
C  -0.55126  -1.43680  -1.92684
C  0.62893  -1.74588  -2.85857
C  1.37118  -3.07958  -2.69135
O  1.40503  -3.78012  -3.94840
S  1.82285  -5.29690  -3.68169
O  0.71454  -6.08858  -4.08645
O  3.07316  -5.60804  -4.26505
O  1.97912  -5.21337  -2.11717
C  1.11050  -4.07860  -1.57456
C  -0.26207  -4.76114  -1.42905
C  -0.23871  -6.17792  -0.79888
N  -0.37088  -7.32099  -1.68459
C  1.79487  -3.77745  -0.24658
C  1.57939  -2.38698  0.35095
C  0.31406  -2.32039  1.20958
C  0.13088  -0.96377  1.86934
F  0.75241  -0.93226  3.06919
F  0.63860  0.03926  1.11377
C  -1.36065  -0.65960  2.10400
F  -1.89243  -1.62783  2.86317
F  -1.53726  0.50507  2.72700
F  -2.01941  -0.63127  0.94188
O  -3.24782  -0.95435  -1.95177
C  -3.68812  -2.32459  -1.93406
C  -4.93167  -2.53251  -2.78577
H  -0.14130  0.41211  -5.35534
H  0.18829  2.12261  -5.26400
H  0.59135  1.10953  -3.89379
H  -2.31561  1.31506  -4.76907
H  -1.57078  2.58263  -3.85366
H  -0.24636  -0.68185  -1.20284
H  -0.93642  -2.28714  -1.37786
H  0.30412  -1.69320  -3.89612
H  1.36154  -0.95100  -2.75148
H  2.42059  -2.80310  -2.54206
H  -0.77478  -4.76136  -2.39074
H  -0.87422  -4.16667  -0.75009
H  0.62540  -6.31027  -0.15432
H  -1.11085  -6.21145  -0.14358
H  0.51651  -7.53069  -2.11732
H  -1.00768  -7.09534  -2.43583
H  1.58431  -4.56147  0.47462
H  2.85729  -3.85549  -0.47811
H  2.40787  -2.22316  1.03997
H  1.63821  -1.59470  -0.38753
H  0.46615  -3.01675  2.03363
H  -0.58685  -2.64330  0.69977
H  -3.90473  -2.58166  -0.89927
H  -2.90987  -3.01123  -2.26632
H  -5.68787  -3.08255  -2.23049
H  -4.70975  -3.11526  -3.67561
H  -5.35805  -1.58755  -3.10875
C  1.02043  0.17026  6.95629
Br  0.07131  0.77145  5.40344
Br  2.90970  0.03118  6.62192
Br  0.65316  1.26916  8.49226
H  0.66379  -0.82316  7.18407
C  -2.17263  4.59045  -6.95788
Br  -1.12824  5.92222  -6.03111
Br  -0.99095  3.37633  -7.89669
Br  -3.34558  3.64206  -5.77045
H  -2.77315  5.06823  -7.71144
C  -1.43275  1.48293  -11.21304
Br  -2.98269  0.34618  -11.11886
Br  0.16772  0.51967  -10.76388
Br  -1.28362  2.35809  -12.91440
H  -1.56183  2.25358  -10.46767
C  -5.29283  7.66011  -6.81243
Br  -5.76719  9.13534  -5.67851
Br  -3.47418  7.03667  -6.43360
Br  -6.56495  6.21848  -6.69295
H  -5.32361  8.01745  -7.83178
C  -3.79205  1.73886  7.32531
Br  -3.53871  0.86104  5.63834
Br  -5.55051  2.49085  7.48761
Br  -3.38651  0.57541  8.79975
H  -3.09097  2.56014  7.36512
C  2.41019  8.30851  -4.22973
Br  0.73715  7.35410  -4.14387
Br  3.89835  7.13641  -3.92771
Br  2.57943  9.27171  -5.88056
H  2.40304  9.03464  -3.43067
C  6.75828  1.14455  7.39046
Br  8.50028  1.55946  8.08419
Br  5.90132  2.68992  6.64022
Br  6.82712  -0.31668  6.14686
H  6.15593  0.81822  8.22692
C  -5.34743  5.04053  11.07637
Br  -5.26696  6.11104  12.66910
Br  -3.67942  5.07871  10.11894
Br  -5.91372  3.24547  11.45686
H  -6.09327  5.48180  10.43249
C  7.82871  -2.73940  9.27897
Br  8.11849  -3.69559  7.63800
Br  6.04706  -2.02326  9.38628
Br  8.24223  -3.82664  10.80671
H  8.50999  -1.90057  9.28723
C  -6.54492  3.00609  -2.74018
Br  -6.96408  2.90914  -0.86635
Br  -6.34054  4.82655  -3.32254
Br  -5.03085  1.89380  -3.16187
H  -7.38946  2.60024  -3.27639
C  7.76579  4.79997  10.77304
Br  6.03891  3.97648  10.96144
Br  9.16708  3.64618  11.40580
Br  8.07999  5.38012  8.96938
H  7.77250  5.68128  11.39623
C  -5.78866  1.01279  -13.76133
Br  -5.44539  2.89870  -13.86311
Br  -7.66461  0.64106  -13.57255
Br  -5.02178  0.07322  -15.24955
H  -5.29802  0.65147  -12.87015
C  9.78805  -7.82501  11.35383
Br  9.79687  -6.71607  12.92391
Br  11.47553  -7.76630  10.43959
Br  9.26162  -9.62568  11.76374
H  9.04620  -7.41823  10.68221

Cartesian forces (eV/Å) of the 3 atoms listed first:
0.08 -0.29 -0.19
0.30 0.76 0.07
-0.06 -0.07 0.34



C28H40ClCsN2O14P2 as an isolated structure, computed with the ωB97M-V functional and the def2-TZVPD basis.

Summary:
Gap between HOMO and LUMO   0.2482 Eh
Relative energy (zero: lowest compared OMol25 entry of this formula, charge and spin)   0.899 eV
HOMO   -3.174 eV
Total charge   -2

Positions of all 88 atoms, in Å:
Cs  0.64128  0.30635  1.52935
C  -5.00903  2.88511  -1.07372
C  -3.98203  3.34701  -0.05012
C  -2.98390  4.32774  -0.64243
O  -3.36008  2.24117  0.60537
P  -2.53648  0.99510  0.07448
O  -1.88606  0.23534  1.15041
C  -1.80191  1.22035  -1.57802
P  -0.42498  0.12384  -1.96493
O  0.90942  0.50839  -1.49842
O  -0.48746  0.02498  -3.58092
C  0.53745  0.68382  -4.35074
C  0.36003  2.19187  -4.29708
C  0.42809  0.13200  -5.75782
O  -0.98960  -1.27143  -1.50243
C  -0.36752  -2.56388  -1.72316
C  1.09915  -2.47745  -2.10457
C  -1.19541  -3.28973  -2.76774
O  -3.76032  0.05032  -0.51209
C  -4.39243  -0.86243  0.39219
C  -3.68629  -2.20756  0.35083
C  -5.84739  -0.97176  -0.02840
H  -5.52328  3.75527  -1.48685
H  -5.74433  2.22393  -0.61644
H  -4.52848  2.34370  -1.88982
H  -4.49368  3.84618  0.77458
H  -2.51603  3.92881  -1.54381
H  -2.20149  4.58415  0.06979
H  -3.52454  5.23742  -0.91488
H  -1.41559  2.23111  -1.68239
H  -2.58722  1.01057  -2.30359
H  1.50534  0.42423  -3.91546
H  -0.64047  2.46533  -4.64105
H  1.09607  2.68013  -4.93862
H  0.50344  2.55461  -3.27884
H  -0.55058  0.37347  -6.17774
H  0.54570  -0.95199  -5.75118
H  1.20076  0.56473  -6.39493
H  -0.44135  -3.06281  -0.75663
H  1.22072  -2.03448  -3.09722
H  1.50962  -3.48887  -2.11995
H  1.65365  -1.89618  -1.37323
H  -1.10503  -2.78349  -3.73103
H  -2.24654  -3.30415  -2.47839
H  -0.84446  -4.31790  -2.87276
H  -4.33382  -0.46225  1.40832
H  -3.73751  -2.61945  -0.66043
H  -4.16071  -2.90763  1.04235
H  -2.64286  -2.08090  0.63084
H  -5.90468  -1.30016  -1.06881
H  -6.35188  -0.00892  0.05966
H  -6.36866  -1.69876  0.59712
O  1.66649  0.70833  6.09503
C  1.51374  1.03156  4.90486
O  0.61833  0.70901  4.09266
C  2.59906  1.98149  4.34304
C  3.45817  2.64162  5.22074
C  4.41211  3.50096  4.71000
C  4.49587  3.66620  3.33309
C  3.61220  2.95706  2.53674
N  2.68385  2.13711  3.02165
H  3.34407  2.44879  6.27804
H  5.08491  4.03698  5.37077
H  5.22435  4.33050  2.88542
H  3.64203  3.05272  1.45637
O  3.38605  -0.62376  1.11464
C  4.15107  -1.55584  1.19996
C  3.83590  -2.98347  1.20560
C  4.90792  -3.84876  1.26618
C  4.74379  -5.22743  1.25097
C  3.43639  -5.77146  1.19152
C  2.35956  -4.95040  1.13420
C  2.46675  -3.49489  1.11855
O  1.46156  -2.78070  1.01424
N  5.87385  -6.08286  1.28801
O  6.99383  -5.58886  1.42875
O  5.68739  -7.29963  1.36642
H  5.24768  -1.36061  1.26488
H  5.91329  -3.44728  1.31976
H  3.32436  -6.84709  1.19176
H  1.35450  -5.35242  1.09037
Cl  -2.34345  4.24433  3.09509
C  -1.01958  3.07237  2.68412
C  -0.49046  3.41137  1.27321
O  0.10653  4.48212  1.14549
O  -0.71914  2.57045  0.34594
H  -1.43595  2.07536  2.78647
H  -0.23369  3.22231  3.41681

Cartesian forces (eV/Å) of the 3 atoms listed first:
1.78 -0.81 -0.38
0.01 0.00 0.07
-0.03 0.13 -0.11



For each record above, in turn, the calculated max |F| values are 6.33 3.45 1.99 eV Å⁻¹.
For each record above, in turn, the calculated electronic energy values are -1834.0534 -103297.6621 -3417.1525 hartree.